1.
A structure of composition C10H10ClFeNO2. Source: the OMol25 dataset; level of theory: wB97M-V/def2-TZVPD.

Kohn-Sham gap (spin up / spin down) = 5.0840 / 4.6791 eV
Multiplicity = 5
LUMO level (spin up / spin down) = 0.188 / 0.174 hartree
HOMO energy (spin up / spin down) = 0.0 / 0.1 eV
Charge = -2

Last column: Mulliken spin population.
Element x y z (Å)
C  1.704  -0.901  2.211  0.0400
C  2.328  -1.475  1.007  -0.0453
C  1.265  -2.020  0.206  0.0647
H  3.357  -1.772  0.930  0.0037
C  0.034  -1.709  0.823  0.0170
C  0.286  -0.847  1.916  0.0502
H  -0.501  -0.418  2.538  -0.0016
H  2.236  -0.410  3.027  0.0273
H  1.396  -2.645  -0.680  0.0040
H  -0.953  -2.068  0.510  0.0024
Fe  2.047  0.794  1.054  3.7162
Cl  2.217  2.900  1.363  0.0860
C  -1.206  1.850  -1.914  -0.0053
C  -1.952  0.641  -1.945  0.0176
C  -1.115  -0.410  -2.412  0.0015
H  -2.970  0.520  -1.615  -0.0005
C  0.196  0.128  -2.581  0.0064
C  0.150  1.496  -2.178  0.0095
H  1.033  2.112  -1.974  0.0068
H  -1.578  2.828  -1.661  -0.0001
H  -1.380  -1.453  -2.509  -0.0002
H  1.099  -0.420  -2.855  -0.0008
O  -2.885  2.001  2.830  0.0008
N  -2.227  1.063  2.378  -0.0012
O  -2.584  0.218  1.531  0.0008

=====

2.
A cluster of 3 separate species, C10H10ClN2 in total. Source: the OMol25 dataset; level of theory: wB97M-V/def2-TZVPD.

Kohn-Sham gap = 7.1083 eV
LUMO level = 0.115 hartree
HOMO energy = -4.0 eV
Charge = -1

Last column: natural (NBO) charge in e.
Element x y z (Å)
Cl  1.053  -0.774  -0.603  -0.9789
N  2.144  -1.930  4.109  -0.4416
C  2.508  -1.158  5.133  0.0096
C  2.914  0.156  4.963  -0.2829
C  2.892  0.680  3.675  -0.1893
C  2.482  -0.093  2.612  -0.2425
C  2.170  -1.427  2.879  0.0519
H  2.410  -1.594  6.122  0.1753
H  3.252  0.782  5.780  0.2015
H  3.217  1.700  3.493  0.2015
H  2.416  0.272  1.594  0.2742
H  1.931  -2.082  2.049  0.2291
N  -1.083  0.224  -3.766  -0.3813
C  -1.787  0.149  -4.899  0.0243
C  -3.154  0.383  -4.971  -0.2883
C  -3.832  0.710  -3.814  -0.1810
C  -3.134  0.779  -2.610  -0.2745
C  -1.783  0.512  -2.649  0.0400
H  -1.160  -0.109  -5.748  0.1843
H  -3.683  0.313  -5.914  0.2024
H  -4.891  0.901  -3.955  0.2003
H  -3.704  1.054  -1.733  0.2144
H  -1.176  0.552  -1.748  0.2516

=====

3.
A cluster of 2 separate species, C10H10ClOP in total. Source: the OMol25 dataset; level of theory: wB97M-V/def2-TZVPD.

Kohn-Sham gap = 7.8755 eV
LUMO level = -0.009 hartree
HOMO energy = -8.1 eV

Last column: natural (NBO) charge in e.
Element x y z (Å)
C  1.536  0.698  -2.547  -0.2342
C  0.208  0.680  -3.145  -0.1820
C  1.704  0.554  -1.183  -0.1492
C  -0.905  0.574  -2.290  -0.2018
C  0.601  0.355  -0.364  -0.1159
C  -0.745  0.553  -0.883  0.0091
C  0.883  0.174  0.951  -0.1110
C  -1.873  0.615  -0.054  -0.7052
C  -0.016  0.354  1.975  -0.4493
C  0.248  -0.058  3.376  -0.6420
O  -2.817  0.931  2.455  -1.0193
P  -1.710  0.492  1.604  1.7990
Cl  -2.072  -2.876  -0.889  -0.2596
H  2.384  0.850  -3.173  0.2127
H  0.200  0.687  -4.210  0.2185
H  2.692  0.559  -0.609  0.2124
H  -1.889  0.475  -2.649  0.2110
H  1.906  -0.050  1.277  0.2110
H  -2.744  0.771  -0.543  0.2420
H  0.866  -0.989  3.270  0.2245
H  -0.761  -0.149  3.852  0.2416
H  1.021  0.696  3.893  0.2261
H  -2.661  -2.663  0.206  0.2617

=====

4.
A structure of composition C10H10F6N3O6S4ScTe4. Source: the OMol25 dataset; level of theory: wB97M-V/def2-TZVPD.

Kohn-Sham gap = 4.6090 eV
LUMO level = 0.128 hartree
HOMO energy = -1.1 eV
Charge = -2

Last column: natural (NBO) charge in e.
Element x y z (Å)
Sc  0.048  0.702  -0.722  1.2566
C  0.129  -1.205  2.437  -0.2536
O  -0.560  -1.079  1.195  -0.5601
C  -1.852  -1.626  1.196  -0.0689
C  -2.148  -2.123  -0.196  -0.0758
O  -1.655  -1.185  -1.129  -0.5656
C  -1.863  -1.612  -2.464  -0.2436
H  -0.300  -0.534  3.187  0.1799
H  1.166  -0.939  2.255  0.2397
H  0.075  -2.241  2.783  0.1746
H  -2.583  -0.875  1.520  0.1779
H  -1.903  -2.478  1.882  0.1858
H  -3.231  -2.248  -0.328  0.1687
H  -1.651  -3.085  -0.366  0.2032
H  -2.933  -1.601  -2.700  0.1654
H  -1.454  -2.615  -2.610  0.2008
H  -1.335  -0.930  -3.124  0.2076
Te  2.965  -4.762  -2.207  -0.0784
Te  3.543  -7.349  -1.868  -0.7163
Te  1.740  -3.866  0.234  -0.1428
Te  1.643  -1.554  -1.365  -0.3853
F  -0.735  5.141  -3.423  -0.2994
C  -1.069  3.877  -3.656  0.7513
F  -2.376  3.797  -3.857  -0.2959
F  -0.429  3.445  -4.737  -0.2993
S  -0.590  2.821  -2.225  2.1886
O  0.820  2.922  -1.998  -0.8332
O  -0.941  1.445  -2.620  -0.9577
N  -1.535  3.341  -1.101  -1.1794
S  -2.486  2.344  -0.293  2.2222
O  -1.774  1.308  0.448  -0.9320
O  -3.610  1.902  -1.059  -0.8948
C  -3.203  3.400  1.075  0.7719
F  -4.441  3.752  0.721  -0.3123
F  -3.268  2.664  2.168  -0.2876
F  -2.499  4.492  1.294  -0.2840
S  2.152  0.831  0.625  -0.2559
C  1.602  1.914  1.884  -0.2149
S  0.527  3.141  1.436  -0.2837
C  2.051  1.686  3.184  -0.5146
C  1.560  2.460  4.276  0.3393
N  1.151  3.072  5.166  -0.4201
C  2.981  0.666  3.533  0.3154
N  3.753  -0.126  3.864  -0.3937

=====

5.
The molecule C10H10FNO. Source: the OMol25 dataset; level of theory: wB97M-V/def2-TZVPD.

Kohn-Sham gap = 9.8731 eV
LUMO level = 0.026 hartree
Structure (SMILES) = N[C@@]1(F)C(=O)CCc2ccccc21
HOMO energy = -9.2 eV

Last column: natural (NBO) charge in e.
Element x y z (Å)
N  0.712  -2.686  1.213  -0.8395
C  0.419  -1.307  1.254  0.3770
F  -0.576  -1.115  2.265  -0.3936
C  1.531  -0.285  1.390  0.5757
O  2.626  -0.577  0.954  -0.5118
C  0.986  1.058  1.960  -0.5006
C  -0.261  1.447  1.163  -0.4202
C  -0.491  0.631  -0.139  -0.0017
C  -0.762  1.325  -1.368  -0.2073
C  -0.870  0.602  -2.577  -0.1948
C  -0.675  -0.779  -2.481  -0.2028
C  -0.259  -1.398  -1.291  -0.1825
C  -0.234  -0.717  -0.114  -0.0637
H  1.504  -2.964  1.948  0.3843
H  -0.141  -3.277  1.673  0.3961
H  0.731  0.995  3.012  0.2428
H  1.787  1.792  1.949  0.2314
H  -0.107  2.423  0.760  0.2218
H  -1.056  1.338  1.825  0.2288
H  -0.972  2.349  -1.545  0.2151
H  -1.163  0.952  -3.505  0.2114
H  -0.721  -1.315  -3.393  0.2061
H  0.019  -2.414  -1.346  0.2280

=====

6.
The molecule C10H10FNO2. Source: the OMol25 dataset; level of theory: wB97M-V/def2-TZVPD.

Kohn-Sham gap (spin up / spin down) = 6.9726 / 7.4946 eV
LUMO level (spin up / spin down) = -0.008 / 0.005 hartree
HOMO energy (spin up / spin down) = -7.2 / -7.4 eV

Last column: natural (NBO) charge in e.
Element x y z (Å)
C  -0.658  -0.979  -2.655  -0.2452
C  0.266  0.019  -2.659  -0.1835
C  -1.484  -1.169  -1.564  -0.1608
C  0.404  0.879  -1.602  -0.2245
C  -1.290  -0.355  -0.441  -0.1487
C  -0.371  0.691  -0.468  -0.1115
C  -1.911  -0.675  0.883  0.7095
C  -0.370  1.624  0.643  0.0959
C  0.275  -0.313  2.064  0.3801
C  2.421  0.069  1.070  -0.2719
N  -0.926  -0.912  1.934  -0.7141
O  -3.031  -0.992  1.087  -0.5415
O  1.296  -0.727  1.336  -0.4993
F  0.503  2.724  0.680  -0.3867
H  -0.523  -1.656  -3.522  0.2220
H  0.880  0.061  -3.608  0.2160
H  -2.289  -1.934  -1.394  0.2368
H  1.022  1.771  -1.655  0.2255
H  -1.247  2.130  1.079  0.1907
H  0.305  0.218  3.077  0.1913
H  2.055  1.182  0.934  0.2157
H  2.888  -0.350  0.175  0.2092
H  3.170  0.077  1.920  0.1842
H  -1.384  -1.386  2.685  0.4107

=====

7.
The ion C10H10FO7S3 with charge -1. Source: the OMol25 dataset; level of theory: wB97M-V/def2-TZVPD.

Kohn-Sham gap = 5.4314 eV
LUMO level = 0.090 hartree
Structure (SMILES) = COC1(CC=[S@](=O)([O-])F)S(=O)(=O)c2ccccc2S1(=O)=O
HOMO energy = -3.0 eV
Charge = -1

Last column: natural (NBO) charge in e.
Element x y z (Å)
C  -2.164  -0.726  -2.507  -0.2457
O  -1.537  -1.028  -1.191  -0.5350
C  -0.494  -0.492  -0.552  -0.1301
C  -0.309  -1.702  0.598  -0.3710
C  -1.371  -1.943  1.562  -0.9388
S  -2.620  -3.091  1.360  2.3735
O  -2.236  -4.451  1.664  -0.9439
O  -3.473  -2.785  0.250  -0.9577
F  -3.555  -2.605  2.626  -0.5415
S  -0.809  1.316  0.093  2.0775
O  -1.469  2.126  -0.920  -0.9264
O  -1.377  1.157  1.417  -0.9102
C  0.894  1.812  0.290  -0.3335
C  1.296  2.782  1.194  -0.1728
C  2.654  3.072  1.299  -0.1998
C  3.593  2.400  0.487  -0.1973
C  3.177  1.400  -0.395  -0.2160
C  1.820  1.104  -0.460  -0.2010
S  1.133  -0.248  -1.443  2.0785
O  1.845  -1.471  -1.091  -0.9316
O  1.008  0.143  -2.820  -0.9292
H  -2.938  -1.492  -2.572  0.2070
H  -2.632  0.245  -2.478  0.1954
H  -1.458  -0.857  -3.307  0.1884
H  0.549  -1.357  1.113  0.1838
H  -0.141  -2.594  -0.016  0.2313
H  -1.478  -1.331  2.448  0.2363
H  0.559  3.293  1.803  0.2387
H  2.999  3.816  2.022  0.2172
H  4.655  2.650  0.556  0.2170
H  3.880  0.856  -1.030  0.2368

=====

8.
A structure of composition C10H10GaN2O4. Source: the OMol25 dataset; level of theory: wB97M-V/def2-TZVPD.

Kohn-Sham gap = 6.8054 eV
LUMO level = -0.491 hartree
HOMO energy = -20.2 eV
Charge = +3

Last column: natural (NBO) charge in e.
Element x y z (Å)
Ga  0.853  -0.303  0.709  1.2217
C  2.639  0.475  1.535  0.5508
O  3.586  0.825  2.087  -0.1739
C  1.865  -2.315  2.454  0.4796
O  1.733  -3.314  2.992  -0.2977
C  0.880  -2.033  -0.403  0.5328
O  0.932  -3.007  -1.025  -0.1734
C  -0.457  -0.382  2.361  0.5415
O  -1.128  -0.389  3.297  -0.1897
C  -2.585  -1.986  0.044  -0.4026
H  -3.185  -1.159  0.444  0.2194
H  -2.388  -1.969  -1.035  0.2212
C  -2.182  -2.999  0.815  -0.3633
H  -1.636  -3.857  0.404  0.2227
H  -2.414  -3.039  1.887  0.2278
C  2.119  1.838  -1.850  -0.6846
C  0.721  1.927  -1.361  0.4564
N  0.117  1.210  -0.407  -0.7040
C  -1.207  1.666  -0.292  -0.0894
C  -1.390  2.637  -1.221  0.0037
N  -0.168  2.800  -1.866  -0.4402
H  2.315  0.845  -2.280  0.2604
H  2.271  2.599  -2.629  0.3016
H  2.833  2.023  -1.038  0.2505
H  -1.875  1.260  0.453  0.2474
H  -2.286  3.174  -1.475  0.2980
H  0.034  3.475  -2.601  0.4831

=====

9.
A cluster of 2 separate species, C10H10N2 in total. Source: the OMol25 dataset; level of theory: wB97M-V/def2-TZVPD.

Kohn-Sham gap = 10.0337 eV
LUMO level = 0.026 hartree
Structure (SMILES) = c1ccncc1.c1ccncc1
HOMO energy = -9.3 eV

Last column: natural (NBO) charge in e.
Element x y z (Å)
C  0.579  0.254  1.673  -0.1629
C  1.641  -0.078  0.780  -0.2654
C  1.683  -1.502  0.439  0.0636
N  0.749  -2.346  0.716  -0.4424
C  -0.271  -1.945  1.495  0.0196
C  -0.372  -0.715  2.096  -0.2653
H  0.362  1.235  1.978  0.2091
H  2.151  0.711  0.174  0.2459
H  2.469  -1.819  -0.382  0.1882
H  -0.932  -2.710  1.737  0.1892
H  -1.196  -0.334  2.674  0.2223
C  -1.631  0.265  -0.815  -0.1882
C  -1.384  1.633  -0.588  -0.2593
C  -0.222  2.326  -1.117  0.0120
N  0.634  1.631  -1.986  -0.4177
C  0.445  0.323  -1.999  0.0284
C  -0.597  -0.431  -1.420  -0.2366
H  -2.407  -0.323  -0.179  0.2301
H  -2.043  2.271  -0.071  0.2119
H  -0.115  3.384  -1.007  0.2030
H  1.042  -0.353  -2.560  0.1860
H  -0.584  -1.477  -1.639  0.2286